This record from the Open Molecules 2025 dataset describes a cluster of 2 separate species, C3H11BN in total in a non-equilibrium geometry. The level of theory is the ωB97M-V functional and the def2-TZVPD basis.

```
16
Properties=species:S:1:pos:R:3
B 3.678 -0.052 0.143
C -2.114 -0.742 -0.159
C -0.656 1.329 -0.012
C 0.346 -0.808 0.391
N -0.771 -0.105 -0.291
H 4.667 0.355 0.807
H 3.270 -0.022 -0.943
H -2.761 -0.276 -0.749
H -2.190 -1.839 -0.529
H -2.419 -0.577 0.811
H 0.247 1.624 0.436
H -0.699 2.026 -0.895
H -1.389 1.757 0.533
H 0.570 -1.866 0.382
H 0.718 -0.390 1.349
H -0.496 -0.417 -1.274
```

Lowest unoccupied orbital energy (spin up / spin down)   -0.127 / -0.182 Ha
Charge   +1
Energy above the lowest of the compared OMol25 structures with the same formula, charge and spin   119.9 kcal per mole
Multiplicity   1
HOMO-LUMO gap (spin up / spin down)   10.5 / 6.2 eV